Below is the molecule C4H8ClN in a non-equilibrium geometry, with properties calculated with ωB97M-V/def2-TZVPD.

Structure (XYZ):
```
14
Properties=species:S:1:pos:R:3:forces:R:3:nbo_charge:R:1
C -0.094981 0.760000 1.292618 1.6 -0.3 0.9 -0.619
C 0.552801 0.406607 -0.029494 1.2 -1.5 -1.1 -0.215
C -0.231882 0.867646 -1.276305 0.5 -3.5 -0.7 -0.613
C 0.531935 -1.308886 -0.067710 0.2 1.6 0.9 0.116
N -0.654125 -1.752262 0.023114 0.4 2.0 -0.5 -0.475
Cl -0.986574 -3.374875 0.130038 0.3 -1.2 0.1 0.132
H -1.082780 0.424704 1.170117 -1.5 -0.5 0.6 0.221
H -0.119613 1.839270 1.420998 0.2 0.1 0.2 0.210
H 0.424870 0.244719 2.199206 -1.0 1.0 -1.6 0.213
H 1.553786 0.986124 -0.142652 -1.1 -1.9 0.4 0.213
H -1.211891 0.337554 -1.398790 1.0 0.0 0.1 0.221
H -0.518665 1.833731 -1.170309 -0.4 3.3 0.2 0.204
H 0.422480 0.718892 -2.191980 -1.0 0.3 1.0 0.211
H 1.414640 -1.983224 0.041151 -0.4 0.7 -0.4 0.181
```
Forces are in eV/Å.

Output
HOMO-LUMO gap in eV: 10.88
Highest occupied orbital energy in eV: -9.78
E_LUMO in Ha: 0.04028
SMILES: CC(C)/C=N/Cl
ΔE to the lowest compared entry with this formula, charge and spin in kcal per mole: 42.8
Calculated total energy in eV: -18287.914

=====

Below is the molecule C4H8ClN in a non-equilibrium geometry, with properties calculated with ωB97M-V/def2-TZVPD.

Structure (XYZ):
```
14
Properties=species:S:1:pos:R:3:forces:R:3:nbo_charge:R:1
C -1.650275 -1.612461 0.840105 1.2 -0.1 -0.5 -0.651
C -0.791620 -0.359058 0.740704 -0.3 -0.9 0.7 0.036
Cl -0.643557 0.602788 2.244308 -0.4 -0.3 -1.0 -0.054
C 0.033805 -0.185415 -0.269241 0.2 3.9 2.0 -0.234
C 0.852250 1.087531 -0.393865 0.0 -0.5 -0.5 -0.251
N 1.518410 1.318306 -1.676538 0.0 -0.4 0.2 -0.813
H -2.584243 -1.422257 1.364500 -0.1 -0.2 -0.3 0.231
H -1.008491 -2.259577 1.457517 -0.7 -0.3 0.0 0.223
H -1.756161 -2.090513 -0.201483 -0.1 0.8 1.7 0.226
H 0.021562 -0.933407 -0.940831 0.1 -2.1 -2.8 0.210
H 1.494598 1.165071 0.445291 1.2 -0.4 1.0 0.179
H 0.244057 1.933739 -0.217305 -1.3 0.8 0.0 0.202
H 2.198173 0.586185 -1.780632 0.4 -0.3 -0.4 0.343
H 2.071494 2.169067 -1.612529 -0.2 0.0 0.0 0.356
```
Forces are in eV/Å.

Output
HOMO-LUMO gap in eV: 9.90
Highest occupied orbital energy in eV: -9.05
E_LUMO in Ha: 0.03139
SMILES: C/C(Cl)=C/CN
ΔE to the lowest compared entry with this formula, charge and spin in kcal per mole: 13.9
Calculated total energy in eV: -18289.167

=====

Below is a cluster of 2 separate species, C4H8ClN in total in a non-equilibrium geometry, with properties calculated with ωB97M-V/def2-TZVPD.

Structure (XYZ):
```
14
Properties=species:S:1:pos:R:3:forces:R:3:nbo_charge:R:1
C 0.665104 -1.164055 0.801589 1.3 -1.3 -1.9 -0.626
C -0.501669 -1.376203 -0.121135 -0.1 -2.5 -0.3 -0.220
C -0.745364 -0.642890 -1.478592 0.8 -0.4 0.3 -0.212
C -1.479249 -0.412182 -0.454660 -1.3 1.5 -0.1 -0.033
Cl -2.802994 0.360658 0.279399 -0.5 -0.3 -0.3 0.038
H 0.301915 -1.195351 1.823118 0.4 0.5 0.2 0.221
H 1.107852 -0.236413 0.389670 0.1 -0.2 1.2 0.224
H 1.436492 -2.037029 0.626418 -1.4 1.7 0.5 0.204
H -0.930768 -2.394027 -0.119747 0.5 0.1 0.2 0.162
H -0.330235 -0.639811 -2.470728 -0.4 0.3 0.0 0.242
N -0.752636 2.397007 0.329682 -0.2 1.6 6.8 -1.045
H -0.928429 2.079941 -0.491017 -0.3 -2.4 -7.3 0.339
H -0.329607 3.284771 0.345628 0.7 1.1 -0.4 0.354
H -1.720152 2.527636 0.611858 0.3 0.3 0.9 0.352
```
Forces are in eV/Å.

Output
HOMO-LUMO gap in eV: 10.20
Highest occupied orbital energy in eV: -9.29
E_LUMO in Ha: 0.03332
SMILES: C[C@@H]1C=C1Cl.N
ΔE to the lowest compared entry with this formula, charge and spin in kcal per mole: 71.6
Calculated total energy in eV: -18286.668